[1]
11
Properties=species:S:1:pos:R:3 method="wB97M-V/def2-TZVPD" smiles=CC.O e_above_lowest_kj_mol=90.99 total_charge=0 e_lumo_ev=0.9 gap_ha=0.4464
C 0.356 0.227 0.798
C -0.351 1.486 0.278
H 1.111 -0.137 0.106
H -0.301 -0.565 1.161
H 0.939 0.620 1.782
H -0.518 2.210 1.115
H -0.044 1.738 -0.729
H -1.349 1.321 0.038
O -0.293 -2.491 -1.419
H -0.054 -2.033 -2.162
H 0.504 -2.375 -0.967

[2]
21
Properties=species:S:1:pos:R:3 method="wB97M-V/def2-TZVPD" e_above_lowest_kj_mol=64.52 total_charge=+3 e_lumo_ev=-18.6 gap_ha=0.0955
Tl 1.085 1.387 -0.814
C 2.810 -0.357 2.354
C 1.274 -0.658 2.424
O 0.484 0.420 1.992
O 3.235 -0.251 1.030
H 3.314 -1.173 2.878
H 3.013 0.627 2.826
H 1.010 -0.950 3.444
H 1.027 -1.519 1.759
H -0.282 0.452 2.607
H 4.193 -0.469 0.973
C -1.993 0.396 -2.898
C -2.629 -0.041 -1.528
O -1.974 0.556 -0.461
O -0.616 0.135 -2.929
H -2.166 1.495 -2.972
H -2.522 -0.058 -3.741
H -2.448 -1.136 -1.584
H -3.710 0.096 -1.536
H -2.694 0.967 0.067
H -0.411 0.082 -3.890

[3]
18
Properties=species:S:1:pos:R:3 method="wB97M-V/def2-TZVPD" smiles="C[C@@H]1CN1C.C=O" e_above_lowest_kj_mol=315.70 total_charge=0 e_lumo_ev=0.9 gap_ha=0.3569
C -1.701 0.362 1.228
C -1.007 0.255 -0.100
C -0.642 -1.095 -0.588
N 0.373 -0.140 -0.151
C 1.203 -0.053 1.046
H -1.395 1.257 1.777
H -2.780 0.403 1.061
H -1.484 -0.515 1.848
H -1.250 1.021 -0.839
H -0.859 -1.973 0.015
H -0.714 -1.266 -1.667
H 1.136 0.985 1.398
H 0.911 -0.717 1.867
H 2.255 -0.227 0.790
C 1.459 0.430 -1.865
O 1.692 1.621 -1.830
H 0.597 -0.004 -2.418
H 2.206 -0.344 -1.574

[4]
50
Properties=species:S:1:pos:R:3 method="wB97M-V/def2-TZVPD" total_charge=0 e_lumo_ev=0.3 gap_ha=0.2188
C -0.946 -1.410 3.670
C -0.816 -2.052 2.400
C 0.580 -2.270 2.176
H -1.624 -2.336 1.751
C 1.276 -1.752 3.299
C 0.335 -1.249 4.239
H 0.566 -0.759 5.167
H -1.869 -1.053 4.091
H 1.025 -2.743 1.320
H 2.347 -1.701 3.400
Bi 0.180 -0.117 2.238
Cl 2.101 1.254 2.388
P 0.191 0.196 -0.022
C 1.427 -0.845 -0.896
C 1.128 -1.551 -2.061
H 0.128 -1.528 -2.469
C 2.111 -2.288 -2.706
H 1.864 -2.835 -3.607
C 3.403 -2.321 -2.203
H 4.168 -2.896 -2.707
C 3.709 -1.608 -1.051
H 4.717 -1.619 -0.658
C 2.730 -0.876 -0.400
H 2.973 -0.314 0.491
C -1.412 -0.272 -0.764
C -1.872 -1.586 -0.678
H -1.239 -2.355 -0.259
C -3.131 -1.921 -1.148
H -3.472 -2.947 -1.087
C -3.953 -0.944 -1.695
H -4.939 -1.205 -2.058
C -3.506 0.366 -1.772
H -4.142 1.133 -2.191
C -2.242 0.703 -1.310
H -1.902 1.726 -1.368
C 0.516 1.863 -0.717
C 1.026 1.983 -2.009
H 1.272 1.101 -2.583
C 1.229 3.235 -2.567
H 1.628 3.316 -3.569
C 0.932 4.378 -1.838
H 1.095 5.356 -2.272
C 0.429 4.261 -0.551
H 0.201 5.147 0.026
C 0.222 3.011 0.013
H -0.167 2.926 1.013
F -2.873 0.434 2.442
C -1.755 1.174 2.779
F -1.892 2.394 2.167
F -1.760 1.398 4.144